C32H38N3O4S3Zn as an isolated structure. Source: the OMol25 dataset; level of theory: wB97M-V/def2-TZVPD.

Structure (XYZ):
```
81
Properties=species:S:1:pos:R:3:forces:R:3
Zn -1.7436 0.2301 0.0917 0.6 -0.3 -0.1
C 1.0042 0.7370 0.3412 -0.3 0.0 2.8
C 1.0838 0.9396 1.7512 -0.6 0.0 -1.6
C 0.0084 1.8517 2.0599 0.3 0.4 1.7
C -0.6161 2.1893 0.8860 -1.3 1.2 -0.1
C -0.0568 1.4847 -0.1829 0.1 0.1 -3.1
C 0.1631 2.0819 -1.6301 1.3 -0.4 1.0
C 1.3799 2.9716 -1.4065 -0.7 -0.4 1.4
C 0.5854 0.9637 -2.5807 -1.0 1.3 0.0
C -0.9152 2.9584 -2.2585 1.5 0.4 0.0
C -0.5018 2.4205 3.4035 2.0 0.4 -0.3
C -1.1934 3.7587 3.1843 -1.0 -0.4 0.3
C -1.4269 1.4615 4.1249 -0.9 0.5 -1.2
C 0.6569 2.7947 4.3861 -2.2 -0.9 0.2
C 2.2061 0.3334 2.5631 1.9 1.6 -0.3
C 3.0268 -0.5978 1.6699 -0.2 0.1 -0.6
C 1.7986 -0.4790 3.7781 -1.2 -0.8 -1.7
C 3.3036 1.4203 2.9630 -0.7 -1.0 1.3
H 1.6728 0.1395 -0.1942 0.7 -0.7 -0.8
H -1.3563 2.9667 0.6911 0.1 -0.2 0.5
H 2.2332 2.4274 -1.0125 0.0 0.2 0.2
H 1.0599 3.8025 -0.8057 0.1 0.2 1.2
H 1.6462 3.4928 -2.2433 1.0 0.9 -2.9
H 1.4678 0.4670 -2.3040 1.1 -0.8 0.7
H 0.7355 1.3068 -3.5808 0.2 0.7 -0.8
H -0.2300 0.3139 -2.6463 -1.0 -1.4 0.0
H -1.0421 3.8696 -1.6678 -0.6 -0.3 0.3
H -1.8063 2.3829 -2.4228 -0.7 0.1 -0.3
H -0.4312 3.3701 -3.1788 -0.8 -0.6 0.2
H -2.2218 3.5608 2.8567 0.2 0.5 -0.6
H -0.6053 4.4064 2.5411 -0.2 0.0 -0.3
H -1.3141 4.2845 4.1315 0.1 0.0 0.2
H -2.3411 1.3178 3.4987 0.5 0.2 0.7
H -1.6353 1.9721 5.0519 -0.5 -0.4 0.7
H -1.0116 0.4744 4.2407 0.3 -0.2 0.4
H 1.2545 3.5932 4.0682 0.8 1.3 -0.8
H 1.2749 1.9493 4.5248 0.6 -0.8 0.7
H 0.1337 3.1063 5.3090 0.6 -0.3 -0.1
H 2.3576 -1.3858 1.3275 0.3 -0.3 -0.3
H 3.8740 -1.0171 2.1733 0.3 -0.5 0.8
H 3.5132 -0.0913 0.8323 -0.5 0.1 -0.2
H 1.9098 -1.5195 3.4793 -0.3 -0.3 0.2
H 0.7594 -0.2960 3.9821 -0.3 0.0 0.5
H 2.3998 -0.3775 4.6198 1.0 0.6 1.6
H 3.9090 1.7454 2.1563 0.5 0.0 -1.1
H 3.9361 0.9028 3.7022 0.2 0.2 -0.3
H 2.9826 2.3294 3.4457 -0.6 0.1 0.1
O -1.8627 -0.6267 1.9488 0.7 -1.4 1.4
C -1.2862 -1.6332 2.4067 -0.3 0.5 -2.2
C -0.4590 -2.5759 1.6038 -2.2 2.2 0.3
C 0.1427 -3.5798 2.2724 0.7 -1.5 -1.6
C 0.8764 -4.5009 1.5371 0.5 0.6 0.5
C 1.0797 -4.3346 0.1683 -0.9 0.2 -0.7
C 0.3749 -3.3606 -0.5367 1.0 -1.9 0.1
C -0.5066 -2.5078 0.1736 0.7 1.7 -1.1
O -1.1618 -1.6217 -0.4660 -0.1 -0.6 0.0
N 1.3823 -5.6580 2.2205 0.0 -1.0 -0.9
O 0.7399 -6.0049 3.1957 0.4 -0.2 0.6
O 2.3097 -6.3133 1.7307 -0.6 0.7 0.5
H -1.4698 -1.8937 3.4496 0.2 0.0 0.4
H -0.0528 -3.7084 3.2821 0.0 -0.3 1.9
H 1.6426 -5.0876 -0.3655 0.2 0.1 0.0
H 0.4690 -3.4083 -1.6398 -0.3 0.6 0.9
S -5.0109 -0.8346 -6.0197 0.6 0.1 0.4
C -4.2151 -0.4959 -4.5716 -1.0 0.1 -0.2
S -5.1488 -0.0719 -3.1627 0.2 -0.1 0.0
C -3.7008 -0.0354 -2.1629 -0.3 0.2 -0.6
N -2.6287 -0.2672 -2.8658 -0.8 0.4 1.1
N -2.9299 -0.4964 -4.1939 1.5 -0.5 -0.2
C -1.7705 -0.9642 -4.9602 -1.8 0.3 1.3
C -0.7341 -1.5785 -4.2654 -0.2 0.2 -0.4
C 0.3104 -2.1542 -4.9406 0.8 -0.6 0.1
C 0.2333 -2.2616 -6.3294 -0.7 0.9 1.0
C -0.7856 -1.5808 -6.9518 0.3 0.1 -2.5
C -1.7868 -0.8691 -6.3188 1.1 -1.0 -0.3
S -3.9375 0.3770 -0.4812 0.2 -0.1 -0.7
H -0.7409 -1.6318 -3.2107 -0.2 0.2 1.0
H 1.1668 -2.4997 -4.3307 -0.6 -0.1 -0.6
H 0.8667 -2.8230 -6.9486 1.2 -0.6 -0.4
H -0.7569 -1.5775 -8.0706 -0.3 -0.1 1.0
H -2.5365 -0.4347 -6.9169 -0.8 0.6 -0.1
```
Forces are in eV/Å.

## Properties
**Strongest force on any atom**: 3.2 eV/A
**DFT total energy**: -4681.2683 a.u.
**Relative energy (zero: lowest compared OMol25 entry of this formula, charge and spin)**: 74.5 kJ/mol
**Gap between HOMO and LUMO**: 0.25652 hartree
**Total charge**: -1
**LUMO level**: 1.99 eV